[1]
Below is C28H41F5N4OP2SiTi as an isolated structure, with properties calculated with ωB97M-V/def2-TZVPD.

Computed properties:
Gap between HOMO and LUMO   7.658 eV
HOMO level   -13.9 eV
Lowest unoccupied orbital energy   -6.20 eV
Charge   +2
2S+1   1
ΔE to the lowest compared entry with this formula, charge and spin   18.0 kcal per mole
Energy   -3706.4853 Eh

Last column: Mulliken charge in e.
Positions of all 83 atoms, in Å:
Ti: 0.22 -0.06 0.22  -2.51
C: 0.67 0.12 4.03  -1.46
P: 0.39 1.13 2.54  2.46
C: 1.75 2.33 2.56  -1.41
C: -1.09 2.09 2.97  0.17
C: -1.04 3.05 3.98  -1.14
C: -2.17 3.75 4.34  -0.95
C: -3.39 3.49 3.71  -0.92
C: -3.45 2.53 2.72  -0.83
C: -2.31 1.84 2.33  0.30
P: -2.34 0.52 1.09  1.97
C: -3.53 0.99 -0.21  -1.80
C: -3.33 -0.73 2.01  -1.82
H: 0.61 0.75 4.91  0.52
H: 1.65 -0.35 3.99  0.45
H: -0.09 -0.66 4.12  0.40
H: 1.77 2.87 3.50  0.68
H: 1.62 3.03 1.74  0.16
H: 2.69 1.81 2.42  0.38
H: -0.11 3.26 4.50  0.36
H: -2.12 4.50 5.12  0.46
H: -4.28 4.03 4.00  0.47
H: -4.41 2.33 2.25  0.38
H: -4.40 1.50 0.20  0.52
H: -3.89 0.08 -0.70  0.50
H: -3.07 1.64 -0.96  0.28
H: -4.31 -0.29 2.24  0.50
H: -2.86 -0.96 2.96  0.58
H: -3.50 -1.64 1.44  0.45
N: -1.02 -0.67 -1.56  0.03
C: -1.25 -2.10 -1.88  -0.74
C: -1.84 -2.87 -0.71  -0.59
C: -0.87 -3.16 0.43  -0.43
N: -0.51 -1.98 1.27  -0.43
H: -1.90 -0.16 -1.63  0.27
H: -0.43 -0.28 -2.29  0.27
H: -0.29 -2.53 -2.16  0.19
H: -1.92 -2.17 -2.74  0.65
H: -2.18 -3.84 -1.08  0.58
H: -2.75 -2.38 -0.34  0.04
H: 0.06 -3.56 0.01  0.01
H: -1.29 -3.93 1.08  0.65
H: 0.26 -2.26 1.86  0.19
H: -1.28 -1.82 1.91  0.27
C: 4.50 0.35 0.60  -1.80
C: 3.54 0.73 -0.49  0.60
C: 3.98 0.92 -1.79  -1.02
C: 3.10 1.36 -2.77  -0.74
C: 1.80 1.66 -2.43  -1.26
C: 1.43 1.50 -1.09  1.39
N: 2.26 1.01 -0.16  0.11
N: 0.13 1.69 -0.58  1.38
Si: -0.56 3.30 -1.11  0.58
C: -1.38 3.04 -2.78  -1.40
C: -1.79 4.03 0.08  -1.19
C: 0.86 4.52 -1.16  -1.23
H: 5.21 1.16 0.75  0.46
H: 5.08 -0.53 0.32  0.42
H: 4.00 0.16 1.54  0.18
H: 5.02 0.72 -2.02  0.56
H: 3.45 1.48 -3.79  0.52
H: 1.09 2.02 -3.17  0.46
H: -1.45 1.99 -3.08  0.33
H: -0.84 3.56 -3.57  0.52
H: -2.39 3.44 -2.79  0.43
H: -2.76 3.55 0.14  0.45
H: -1.96 5.03 -0.32  0.53
H: -1.40 4.16 1.09  0.23
H: 0.66 5.28 -1.93  0.48
H: 1.84 4.10 -1.38  0.29
H: 0.93 5.05 -0.21  0.35
F: 5.21 -4.86 0.87  -0.28
C: 4.25 -4.02 0.51  0.65
C: 3.73 -3.12 1.43  0.07
F: 4.19 -3.07 2.67  -0.29
C: 2.73 -2.25 1.03  -0.69
F: 2.23 -1.35 1.92  0.11
C: 2.22 -2.23 -0.26  -0.10
O: 1.27 -1.38 -0.63  0.52
C: 2.74 -3.16 -1.16  0.33
F: 2.27 -3.19 -2.41  -0.32
C: 3.75 -4.04 -0.79  0.55
F: 4.23 -4.90 -1.66  -0.28



[2]
Below is C28H41GeN7O2S2SeV as an isolated structure, with properties calculated with ωB97M-V/def2-TZVPD.

Computed properties:
Gap between HOMO and LUMO (spin up / spin down)   7.332 / 7.084 eV
HOMO level (spin up / spin down)   -14.1 / -14.1 eV
Lowest unoccupied orbital energy (spin up / spin down)   -6.78 / -7.06 eV
Charge   +2
2S+1   2
ΔE to the lowest compared entry with this formula, charge and spin   123.3 kcal per mole
Expectation value of S²   1.07
Energy   -7843.3877 Eh

Last column: Mulliken charge in e.
Positions of all 83 atoms, in Å:
V: 0.31 0.14 -0.96  -0.77
C: 2.89 3.68 -1.64  -1.76
C: 1.84 2.63 -1.56  0.57
N: 2.02 1.41 -1.20  0.94
C: 3.33 0.85 -0.88  -1.47
C: 3.15 -0.46 -0.10  0.30
N: 1.96 -1.26 -0.51  -0.03
C: 2.19 -2.16 -1.66  -0.94
C: 1.98 -1.42 -2.97  -0.66
N: 0.64 -0.78 -2.95  -0.11
C: 0.47 0.12 -4.11  -1.06
C: -1.61 1.80 -4.58  -0.51
N: -2.06 1.04 -3.38  -0.66
C: -1.68 1.57 -2.07  2.32
C: -2.95 2.89 -0.27  -1.13
C: -1.52 0.41 -1.10  -0.94
C: -2.48 2.83 -1.73  -0.32
C: -1.67 4.08 -2.01  -1.20
C: -0.33 4.15 -2.07  -1.20
C: 0.39 2.90 -1.89  0.86
N: -0.24 1.80 -1.95  0.81
H: 3.76 3.30 -2.19  0.37
H: 3.23 3.95 -0.64  0.35
H: 2.53 4.58 -2.13  0.53
H: 3.93 1.54 -0.28  0.63
H: 3.87 0.69 -1.81  0.44
H: 3.01 -0.24 0.95  -1.06
H: 4.06 -1.06 -0.19  0.59
H: 1.72 -1.84 0.30  -0.10
H: 1.46 -2.97 -1.59  0.38
H: 3.18 -2.61 -1.63  0.47
H: 2.08 -2.10 -3.81  0.51
H: 2.72 -0.63 -3.10  0.32
H: -0.05 -1.53 -3.04  0.43
H: 0.75 -0.39 -5.04  0.65
H: 1.16 0.96 -3.98  0.27
H: -2.61 0.22 -5.42  0.30
H: -1.38 2.84 -4.73  0.41
H: -3.59 3.76 -0.10  0.60
H: -2.10 2.96 0.40  0.09
H: -3.52 1.99 -0.03  0.30
H: -3.36 2.84 -2.38  0.60
H: -2.24 5.00 -2.09  0.55
H: 0.19 5.09 -2.19  0.50
N: -1.71 0.69 -5.51  -0.77
C: -0.94 0.59 -4.29  0.92
C: 1.23 -1.78 2.73  -0.95
Ge: 1.93 -0.23 3.72  0.66
C: 3.82 -0.47 4.09  -1.29
C: 0.90 0.08 5.34  -1.17
C: 1.84 1.40 2.56  -1.42
Se: 0.35 1.57 1.32  0.31
C: -1.05 1.35 2.65  -0.53
H: 0.76 -2.47 3.43  0.63
H: 2.04 -2.31 2.23  0.55
H: 0.45 -1.48 2.02  -0.23
H: 3.97 -1.34 4.73  0.40
H: 4.23 0.39 4.61  0.40
H: 4.40 -0.63 3.18  0.39
H: 1.24 -0.62 6.11  0.40
H: -0.16 -0.09 5.18  0.36
H: 1.05 1.09 5.71  0.40
H: 2.75 1.54 1.98  0.54
H: 1.76 2.28 3.20  0.77
H: -0.89 2.14 3.38  0.57
H: -0.98 0.37 3.10  -0.49
H: -2.00 1.47 2.15  0.41
O: -1.93 -1.71 3.62  -0.57
S: -3.06 -1.70 2.75  1.07
O: -4.31 -1.16 3.16  -0.63
N: -2.56 -0.90 1.33  -0.21
C: -2.49 -1.74 0.38  1.26
S: -1.91 -1.27 -1.23  -0.55
C: -2.88 -3.14 0.63  0.38
C: -2.95 -4.22 -0.23  -0.54
C: -3.38 -5.44 0.29  -0.80
C: -3.75 -5.56 1.63  -0.54
C: -3.69 -4.47 2.49  -0.72
C: -3.25 -3.28 1.96  -0.10
H: -2.69 -4.14 -1.27  0.50
H: -3.45 -6.30 -0.36  0.43
H: -4.09 -6.52 2.00  0.43
H: -3.99 -4.56 3.53  0.52



[3]
Below is C28H41I3N8O18 as an isolated structure, with properties calculated with ωB97M-V/def2-TZVPD.

Computed properties:
Gap between HOMO and LUMO   7.850 eV
HOMO level   -8.6 eV
Lowest unoccupied orbital energy   -0.79 eV
2S+1   1
ΔE to the lowest compared entry with this formula, charge and spin   0.0 kcal per mole
Energy   -3776.2495 Eh

Last column: Mulliken charge in e.
Positions of all 98 atoms, in Å:
C: 0.42 -2.95 3.39  -1.14
C: 0.30 -1.76 2.44  0.58
I: -1.31 -0.47 3.05  0.06
C: 0.10 -2.13 0.96  -1.26
C: 1.37 -2.43 0.21  0.70
C: 2.17 -3.53 0.56  -0.63
C: 3.32 -3.84 -0.15  -1.13
C: 3.68 -3.04 -1.23  0.94
C: 2.89 -1.95 -1.59  0.39
C: 1.75 -1.64 -0.87  -0.72
C: 3.32 -1.16 -2.78  -0.48
O: 2.53 -0.63 -3.53  -0.58
C: 4.81 -1.07 -2.97  0.30
C: 5.36 0.11 -3.46  -0.96
C: 6.74 0.20 -3.56  -1.05
C: 7.54 -0.88 -3.20  -0.79
C: 7.00 -2.07 -2.72  0.76
C: 7.98 -3.15 -2.32  -1.26
I: 8.10 -4.70 -3.80  0.16
C: 7.78 -3.57 -0.83  0.16
C: 8.82 -2.83 0.02  -1.51
I: 7.83 -5.65 -0.39  0.15
C: 5.60 -2.16 -2.60  0.96
C: 4.89 -3.35 -2.05  0.09
O: 5.23 -4.49 -2.26  -0.51
H: 0.10 -2.72 4.40  0.32
H: 1.48 -3.23 3.45  0.31
H: -0.12 -3.82 3.01  0.30
H: 1.21 -1.17 2.53  -0.19
H: -0.44 -1.34 0.47  0.42
H: -0.53 -3.02 0.88  0.53
H: 1.88 -4.17 1.38  0.48
H: 3.94 -4.69 0.10  0.56
H: 1.14 -0.79 -1.15  0.65
H: 4.72 0.93 -3.73  0.75
H: 7.22 1.10 -3.92  0.42
H: 8.61 -0.79 -3.27  0.41
H: 8.96 -2.70 -2.37  0.66
H: 6.80 -3.21 -0.52  0.05
H: 8.84 -3.19 1.05  0.46
H: 8.57 -1.76 0.03  0.33
H: 9.82 -2.93 -0.41  0.40
C: -3.88 2.28 0.92  -0.56
N: -4.32 1.31 1.95  1.01
O: -4.07 1.55 3.12  -0.57
O: -4.91 0.33 1.56  -0.54
H: -3.37 3.10 1.41  0.33
H: -3.22 1.76 0.24  0.25
H: -4.78 2.62 0.41  0.16
C: -2.38 -1.91 7.05  -0.62
N: -1.19 -2.53 7.71  0.90
O: -0.98 -2.25 8.87  -0.54
O: -0.52 -3.27 7.02  -0.53
H: -2.88 -1.28 7.78  0.32
H: -2.02 -1.34 6.20  0.15
H: -3.02 -2.72 6.72  0.26
C: 2.86 2.25 -1.61  -0.45
N: 3.17 2.92 -0.31  1.09
O: 2.36 3.69 0.15  -0.58
O: 4.25 2.66 0.19  -0.67
H: 1.89 2.60 -1.95  0.33
H: 3.65 2.53 -2.30  0.25
H: 2.85 1.18 -1.43  -0.02
C: 4.64 0.82 2.40  -0.85
N: 3.47 -0.05 2.08  0.86
O: 2.64 0.37 1.30  -0.40
O: 3.41 -1.13 2.63  -0.51
H: 4.54 1.74 1.84  0.33
H: 4.62 1.00 3.47  0.31
H: 5.53 0.27 2.12  0.29
C: -3.28 -2.45 -2.94  -0.81
N: -2.30 -2.57 -1.83  0.87
O: -1.62 -3.57 -1.78  -0.53
O: -2.25 -1.65 -1.04  -0.44
H: -3.21 -3.34 -3.56  0.31
H: -4.26 -2.35 -2.49  0.28
H: -3.02 -1.55 -3.50  0.31
C: -8.36 1.15 1.42  -0.75
N: -7.90 2.39 0.74  0.90
O: -6.75 2.74 0.92  -0.56
O: -8.69 2.98 0.03  -0.53
H: -7.53 0.75 1.99  0.26
H: -9.20 1.42 2.05  0.31
H: -8.68 0.46 0.64  0.30
C: -6.83 4.51 -2.33  -0.58
N: -5.70 4.18 -3.23  0.94
O: -4.71 3.67 -2.74  -0.54
O: -5.83 4.44 -4.41  -0.57
H: -6.57 4.22 -1.32  0.17
H: -7.01 5.58 -2.39  0.30
H: -7.70 3.96 -2.68  0.30
C: -9.87 8.07 -2.27  -0.76
N: -9.31 6.99 -1.43  0.90
O: -10.09 6.21 -0.91  -0.50
O: -8.10 6.95 -1.31  -0.56
H: -10.95 7.98 -2.28  0.30
H: -9.56 9.02 -1.84  0.30
H: -9.45 7.96 -3.27  0.30



[4]
Below is C28H42AlBClF5LiN5NaO13S2 as an isolated structure, with properties calculated with ωB97M-V/def2-TZVPD.

Computed properties:
Gap between HOMO and LUMO   2.729 eV
HOMO level   -7.4 eV
Lowest unoccupied orbital energy   -4.68 eV
2S+1   2
Expectation value of S²   1.76
Energy   -4536.7044 Eh

Last column: Mulliken charge in e.
Positions of all 100 atoms, in Å:
C: -1.26 5.82 -1.96  -1.23
C: -1.29 5.01 -3.24  0.07
N: -2.62 4.98 -3.86  -0.14
C: -3.53 4.16 -3.11  -0.15
C: -3.52 2.78 -3.24  -0.25
C: -4.38 1.96 -2.51  -0.92
C: -5.26 2.54 -1.62  0.33
N: -6.14 1.71 -0.82  -0.62
C: -5.68 1.42 0.27  0.72
O: -5.25 1.14 1.32  -0.44
C: -5.29 3.91 -1.49  -0.03
C: -4.43 4.72 -2.23  0.55
C: -4.71 6.14 -1.86  0.08
O: -4.08 7.11 -2.09  -0.41
N: -5.94 6.13 -1.09  -0.17
C: -6.13 4.80 -0.63  0.09
O: -6.80 4.48 0.30  -0.53
H: -1.82 5.35 -1.16  0.17
H: -0.23 5.97 -1.62  0.44
H: -1.68 6.81 -2.13  0.35
H: -0.57 5.41 -3.96  0.49
H: -0.95 3.99 -2.99  -0.01
H: -2.53 4.51 -4.76  0.44
H: -2.82 2.31 -3.92  0.40
H: -4.33 0.88 -2.61  0.49
H: -6.66 6.51 -1.69  0.33
C: -1.34 2.02 -0.31  -0.63
C: -0.12 1.86 0.59  -0.47
C: 1.08 2.67 0.09  -0.79
C: 1.60 2.28 -1.29  -0.48
C: 2.02 0.83 -1.42  -0.09
C: 3.18 0.42 -0.52  -1.09
H: -1.16 1.65 -1.33  0.17
H: -2.19 1.47 0.08  0.39
H: -1.63 3.07 -0.39  0.03
H: 0.13 0.80 0.69  0.16
H: -0.37 2.20 1.59  0.40
H: 1.89 2.59 0.82  0.34
H: 0.80 3.72 0.06  0.40
H: 2.45 2.92 -1.54  0.40
H: 0.83 2.50 -2.04  -0.10
H: 2.32 0.67 -2.48  -0.24
H: 1.17 0.16 -1.23  0.64
H: 4.06 1.04 -0.71  0.35
H: 3.47 -0.63 -0.67  0.30
H: 2.91 0.53 0.53  0.31
Li: 2.38 -0.56 -3.60  0.96
C: 4.92 -6.06 2.40  -1.49
C: 4.83 -4.88 1.40  1.47
C: 4.62 -3.57 2.17  -2.12
C: 3.22 -3.47 2.77  -0.66
C: 2.17 -3.68 1.68  -1.08
C: 2.37 -4.95 0.85  1.88
N: 3.77 -5.15 0.38  0.33
O: 4.02 -4.29 -0.71  -0.87
C: 1.90 -6.17 1.66  -1.72
C: 1.43 -4.88 -0.35  -1.92
C: 6.24 -4.81 0.77  -0.92
H: 5.87 -6.05 2.93  0.53
H: 4.16 -6.03 3.17  0.33
H: 4.85 -7.04 1.89  0.35
H: 4.80 -2.72 1.50  0.43
H: 5.36 -3.49 2.97  0.50
H: 3.10 -4.21 3.56  0.40
H: 3.10 -2.50 3.23  0.74
H: 1.11 -3.73 2.11  0.35
H: 2.17 -2.79 1.03  0.06
H: 2.15 -7.09 1.14  0.37
H: 0.82 -6.15 1.79  0.63
H: 2.30 -6.21 2.67  -0.12
H: 1.59 -3.98 -0.94  0.33
H: 0.40 -4.88 0.00  0.45
H: 1.57 -5.75 -1.01  0.43
H: 6.50 -5.74 0.21  0.27
H: 7.00 -4.69 1.55  0.52
H: 6.35 -3.95 0.07  0.10
N: -6.50 10.61 -2.65  -0.34
S: -6.38 12.08 -2.07  1.09
O: -6.50 13.12 -3.03  -0.59
O: -5.42 12.24 -1.02  -0.59
F: -7.77 12.11 -1.31  -0.26
S: -5.32 10.15 -3.57  1.17
O: -5.65 8.97 -4.31  -0.64
O: -4.01 10.23 -3.00  -0.56
F: -5.29 11.27 -4.71  -0.28
O: 5.68 -1.27 3.55  -0.33
H: 5.11 -0.60 3.14  0.33
Al: 8.23 -4.43 -0.36  0.51
B: 0.24 -9.90 4.83  0.53
O: 0.78 -8.60 5.37  -0.43
C: 0.47 -7.63 4.55  0.49
O: 0.76 -6.47 4.66  -0.56
C: -0.31 -8.24 3.37  1.05
O: -0.72 -7.58 2.42  -0.67
O: -0.43 -9.50 3.53  -0.42
F: -0.67 -10.45 5.70  -0.32
F: 1.28 -10.77 4.58  -0.34
F: -1.76 -9.22 1.59  -0.25
Cl: 0.76 -3.28 3.89  -0.10
Na: 5.13 -6.66 -0.23  0.93



Per-record largest force on an atom, eV/A: 0.56, 0.11, 0.66, 2.87